{"formula": "C29H62O22S7", "method": "ωB97M-V/def2-TZVPD", "species": ["S", "H", "H", "O", "C", "O", "O", "H", "S", "H", "H", "H", "O", "H", "H", "H", "C", "H", "H", "H", "H", "H", "H", "H", "O", "O", "H", "C", "H", "O", "O", "C", "C", "H", "H", "C", "H", "S", "C", "H", "H", "C", "H", "H", "S", "C", "H", "C", "H", "C", "C", "H", "O", "H", "O", "H", "H", "O", "H", "C", "H", "H", "H", "C", "H", "H", "O", "H", "H", "H", "O", "H", "H", "H", "H", "O", "O", "H", "S", "S", "H", "H", "C", "C", "H", "H", "H", "C", "O", "O", "H", "C", "C", "O", "H", "C", "H", "C", "H", "O", "C", "H", "O", "S", "C", "C", "H", "H", "H", "O", "C", "C", "O", "C", "C", "H", "H", "H", "H", "C"], "positions_angstrom": [[-17.456740, -21.450250, 31.759310], [-22.953990, -25.995740, 23.711730], [-23.641340, -24.683770, 21.033410], [-13.734570, -27.292500, 26.703340], [-24.512300, -24.953530, 21.630710], [-26.032700, -18.515840, 22.736240], [-24.013650, -18.275810, 23.553160], [-21.985480, -16.762100, 34.283550], [-21.572420, -15.997990, 32.094410], [-11.837670, -16.052100, 25.436280], [-19.311170, -23.993620, 17.360070], [-15.354120, -18.741850, 21.753110], [-18.644230, -22.545390, 26.167910], [-19.474860, -22.901440, 31.871890], [-11.300930, -21.459650, 23.126310], [-20.705770, -24.713580, 17.966560], [-16.749730, -30.402340, 21.960050], [-18.140840, -23.886500, 31.321280], [-24.366440, -16.815510, 26.135930], [-17.938200, -29.252530, 27.257090], [-19.032120, -20.418040, 19.086960], [-20.584140, -17.678290, 33.424770], [-16.911430, -23.420970, 25.402880], [-21.198680, -27.447640, 29.401400], [-20.754840, -29.211340, 26.270950], [-17.577350, -15.254690, 21.780760], [-15.850090, -22.497890, 30.351340], [-11.896190, -30.166710, 27.104910], [-13.830890, -16.413890, 20.773860], [-25.548790, -16.997910, 24.442540], [-16.549170, -22.040760, 32.843700], [-17.850430, -23.038420, 25.002850], [-13.034590, -28.220050, 26.573660], [-15.499240, -20.712250, 30.480100], [-14.050200, -16.906350, 22.525730], [-17.638290, -28.354680, 22.435550], [-20.296190, -17.878020, 31.153170], [-10.267920, -21.952100, 25.250490], [-17.283100, -28.389040, 20.985170], [-12.434230, -21.180370, 24.411120], [-15.290350, -15.163880, 26.062580], [-19.014300, -21.393080, 18.600050], [-17.880530, -21.957190, 23.215490], [-24.489270, -26.037030, 21.747250], [-13.810210, -16.873560, 26.831130], [-18.537230, -22.871140, 31.316890], [-22.077370, -27.331700, 27.813510], [-24.355310, -16.539160, 25.081610], [-16.147350, -16.247590, 27.111820], [-15.214310, -15.692880, 27.012570], [-19.065130, -21.289520, 26.009960], [-24.350620, -15.456650, 24.954180], [-25.447070, -24.899640, 24.121700], [-16.423430, -27.739240, 20.821360], [-12.323950, -28.523510, 25.478870], [-17.283860, -27.441750, 22.914120], [-18.720310, -28.383410, 22.564040], [-16.388000, -31.560070, 22.056590], [-12.672090, -30.456010, 25.029040], [-11.209440, -22.307840, 26.800160], [-12.442280, -31.082940, 27.329410], [-18.400940, -23.719210, 24.353570], [-19.338610, -16.487670, 31.133760], [-11.672460, -21.877440, 24.062000], [-22.407080, -24.748950, 24.714310], [-16.680490, -21.180140, 24.345210], [-12.723660, -29.114040, 27.603130], [-15.333960, -18.073120, 20.106890], [-22.552520, -17.806040, 25.066570], [-20.442390, -26.705100, 27.998290], [-9.522010, -23.211460, 24.914180], [-12.544420, -14.646110, 26.445150], [-25.455270, -24.777610, 21.113060], [-17.963420, -21.663920, 18.498030], [-20.774260, -23.015380, 17.093610], [-18.940670, -23.705170, 19.970930], [-19.582160, -20.669040, 26.918790], [-12.030900, -21.634940, 27.046140], [-20.303720, -29.018450, 27.722760], [-19.887510, -22.760170, 19.298220], [-18.591830, -27.689880, 26.868890], [-10.931530, -29.980380, 25.159900], [-16.660180, -16.028480, 21.665080], [-22.869800, -24.909380, 23.740520], [-19.220650, -21.178510, 17.551490], [-18.069310, -27.990030, 20.344260], [-15.009950, -14.906910, 27.739610], [-20.289130, -23.727510, 17.761150], [-15.401990, -15.666100, 21.716780], [-16.790700, -17.281650, 21.508820], [-20.569150, -16.757670, 29.901390], [-23.236490, -17.368010, 24.339640], [-20.368520, -16.805670, 30.971690], [-18.639840, -20.758760, 24.781070], [-12.075680, -22.886510, 23.976580], [-18.573330, -28.455760, 27.644250], [-11.630500, -23.307950, 26.697250], [-11.941500, -29.829940, 25.541270], [-20.330030, -16.141440, 34.143370], [-16.959340, -29.711510, 20.770370], [-17.632320, -21.701880, 24.245690], [-10.430350, -22.308160, 27.562470], [-22.875850, -16.795500, 31.911810], [-24.432700, -24.174810, 23.327110], [-16.260210, -21.490900, 30.427880], [-12.359870, -15.714340, 26.331450], [-16.637590, -21.264200, 29.430740], [-18.853690, -22.629270, 30.302270], [-11.526320, -15.975030, 26.983630], [-17.132880, -29.521430, 22.947340], [-14.509930, -16.775210, 21.546160], [-25.290360, -17.942470, 23.533550], [-14.297120, -17.703180, 25.620340], [-21.095720, -16.743550, 33.654200], [-21.123460, -27.494980, 28.315030], [-18.205390, -28.090600, 28.603090], [-22.133830, -24.610810, 22.993990], [-22.749070, -16.698130, 23.631270], [-10.875320, -30.271070, 27.472370], [-15.528710, -17.847280, 21.155310]], "forces_ev_per_angstrom": [[1.7, -2.3, 1.7], [-0.3, -0.1, -0.3], [-0.2, 0.3, 0.0], [-1.0, 1.0, 0.1], [0.3, -0.4, 0.4], [0.9, 2.0, 2.4], [2.0, -0.4, 0.6], [0.1, -0.3, -0.3], [-2.1, -2.0, -0.6], [-1.1, 0.3, -0.8], [0.2, 0.3, -0.2], [-0.3, -0.1, -0.2], [0.5, -1.5, -1.1], [0.3, 0.5, 0.5], [0.2, -0.4, 0.0], [-0.8, 0.6, 0.3], [-0.6, -0.3, -0.6], [0.8, 0.4, 0.2], [-0.3, 0.2, 0.0], [-0.3, -0.2, 0.3], [-0.5, -0.4, 0.6], [-0.7, -0.3, 0.3], [-0.3, -0.3, -0.1], [-0.1, -0.3, -0.1], [0.8, 0.5, 1.7], [0.4, -0.4, 0.0], [0.2, 0.1, 0.5], [-1.3, -0.2, -1.9], [0.3, -0.7, 0.1], [-0.9, 0.1, -0.2], [-1.2, 1.2, -0.4], [-0.2, 2.5, 1.1], [1.5, -1.1, 1.4], [0.1, -0.2, 1.1], [0.3, -0.4, -0.2], [-1.9, 1.4, -0.2], [-0.6, -0.1, 0.4], [-0.5, -0.4, -0.2], [0.4, 1.8, 0.0], [0.0, 0.0, 0.3], [0.1, -0.1, -0.2], [1.7, 0.7, -1.6], [0.2, 0.8, -0.2], [0.2, -0.1, 0.4], [-0.8, -0.4, -1.9], [-0.7, 0.7, -1.2], [0.1, -0.5, 0.1], [0.4, -0.9, -0.3], [0.4, -0.1, 0.5], [1.0, 0.6, -0.9], [0.7, 1.8, 0.8], [0.4, -0.1, 0.0], [-0.3, 0.0, 0.3], [0.3, -0.2, -0.3], [-0.7, 1.5, -0.3], [0.3, -0.3, 0.3], [-0.2, 0.1, 0.1], [-0.8, 3.3, 0.0], [0.1, -0.1, -0.1], [0.2, -0.4, -0.6], [0.3, -0.1, -0.1], [-0.1, -0.2, 0.6], [-0.1, 0.6, 0.1], [0.2, 0.3, 0.6], [-0.7, 0.8, 0.2], [0.1, -0.5, 0.0], [0.1, 0.8, -0.6], [-1.1, -0.1, -0.2], [-0.1, -0.5, -0.5], [-0.2, 0.3, 0.0], [-0.5, 0.7, 0.3], [-0.2, -0.2, -0.4], [0.1, 0.7, 0.3], [0.2, -0.3, 0.5], [-0.5, -0.6, -0.2], [0.3, 0.7, 0.3], [0.4, -0.9, -2.2], [0.3, 0.4, -0.2], [-0.9, -1.0, -1.3], [-1.2, -1.9, 0.2], [0.2, 0.3, 0.2], [-0.2, 0.2, -0.4], [-1.7, 4.0, 0.8], [1.3, -1.0, -0.2], [-0.8, -0.2, -0.1], [-0.1, -0.6, -0.1], [-0.2, -0.4, 0.4], [1.4, 1.1, 0.2], [1.4, 1.4, 0.1], [0.0, -4.2, -1.4], [-0.5, 0.7, 0.2], [-1.2, 1.8, 0.0], [0.9, -0.8, 0.2], [0.0, -1.9, 1.2], [0.1, 0.1, -0.2], [-0.5, 0.3, -0.5], [0.2, -0.1, 0.0], [1.3, -2.8, 1.4], [0.0, 0.3, 0.1], [0.7, -2.5, -0.4], [-1.2, 0.1, -0.2], [-0.2, 0.0, 0.1], [1.3, 1.4, -0.5], [-0.5, -0.3, -0.8], [-0.3, 0.0, -2.0], [0.1, -1.0, 0.7], [-0.8, -0.1, -0.1], [-0.1, -0.2, -0.3], [-0.4, 0.1, 0.9], [1.8, -2.6, 1.1], [-0.9, 1.2, 0.6], [-1.6, -1.9, -2.2], [1.2, 1.2, 1.5], [1.7, 0.6, 0.1], [1.1, 0.5, -0.4], [-0.1, 0.0, -0.1], [0.0, 0.1, -0.1], [0.5, -0.2, 0.2], [-0.2, 0.8, 0.4], [1.7, -0.8, 0.6]], "mulliken_charge": [0.5403, 0.3315, 0.2501, -0.4924, -0.8789, -0.5829, -0.2960, 0.3110, 0.4773, 0.3368, 0.3137, 0.2520, -0.3383, 0.3340, 0.3147, 0.3347, 0.6329, 0.3313, 0.2486, 0.3399, 0.3366, 0.2181, 0.2453, 0.3294, -0.6135, -0.6062, 0.3113, -0.2704, 0.2550, -0.3399, -0.6671, -0.2176, 0.6333, 0.3350, 0.1218, -0.2098, 0.2620, 0.4978, -0.2317, 0.2491, 0.2903, -0.9822, 0.1860, 0.3243, 0.4452, -0.8098, 0.3396, -0.2554, 0.3079, -0.9159, 0.6442, 0.2472, -0.6186, 0.2374, -0.2977, 0.2206, 0.2498, -0.5288, 0.2518, -0.7986, 0.2451, 0.2816, 0.3755, -0.8022, 0.3457, 0.2734, -0.3345, 0.2560, 0.2773, 0.1273, -0.6084, 0.3370, 0.3232, 0.3136, 0.3540, -0.6027, -0.5742, 0.3207, 0.4634, 0.5652, 0.2214, 0.2811, 0.7149, -0.8602, 0.3564, 0.2763, 0.3713, -0.9880, -0.3645, -0.2806, 0.3366, -0.2465, -0.9199, -0.3025, 0.2976, -0.8446, 0.2392, -0.2906, 0.3374, -0.3439, -0.2135, 0.2953, -0.6234, 0.5429, -0.8461, -0.9825, 0.2528, 0.2224, 0.3640, -0.3043, -0.1252, 0.6966, -0.5566, -0.7726, -0.7117, 0.3552, 0.2434, 0.2495, 0.2722, -0.2223], "e_above_lowest_kj_mol": 511.8, "orbital_gap_ev": 8.5, "e_lumo_ev": -0.33, "spin_multiplicity": 1, "total_energy_ha": -5584.39982}